1.
Formula: C16H41O14P5S
Source: the Open Molecules 2025 dataset
Level of theory: wB97M-V/def2-TZVPD

Structure (ORCA input):
```
! wB97M-V def2-TZVPD RIJCOSX def2/J DEFGRID3
* xyz 0 1
C -3.42841 -4.98379 1.23988
C -1.97897 -4.51614 1.16145
O -1.94846 -3.09878 1.18661
C -0.92567 -2.48674 0.44351
C -0.26779 -1.40634 1.31682
C -0.80463 -0.03420 1.06858
O -0.57863 0.61713 0.08401
O -1.51469 0.46820 2.10152
C -2.63535 1.32100 1.82074
C -2.22014 2.83751 1.88547
C -0.89423 3.10194 2.59226
C -0.97196 2.77320 4.08400
C -0.62607 4.62657 2.46069
P -3.85274 1.09873 3.25461
P -5.16737 -0.61727 2.91806
O -4.51688 -1.91521 2.69682
O -6.07790 -0.64482 4.23392
O -6.19571 -0.17966 1.79663
P -3.47895 1.09728 0.18876
S -3.86939 -0.69361 -0.44384
H -3.79467 -5.38455 0.29706
H -3.55088 -5.75519 1.99772
H -4.07088 -4.15713 1.53478
H -1.51382 -4.93394 0.26823
H -1.47149 -4.87426 2.06116
H -1.29299 -2.06698 -0.49342
H -0.15934 -3.23538 0.22896
H -0.46868 -1.68094 2.34930
H 0.80197 -1.42390 1.18367
H -2.21072 3.23750 0.86978
H -2.99054 3.36344 2.44548
H -0.06419 2.58110 2.12263
H -0.15643 3.27251 4.60379
H -0.88649 1.70982 4.29512
H -1.88530 3.18808 4.51242
H 0.13191 4.84696 1.71433
H -1.53462 5.12786 2.12319
H -0.38987 5.08142 3.41762
H -3.04174 0.59994 4.28334
H -5.52804 -0.60129 5.02679
H -6.17182 -0.89435 1.13622
H -4.63838 1.86307 0.36559
H -2.65659 1.77091 -0.71355
C -1.29732 0.66230 -3.08625
O -1.17097 0.59610 -4.52653
P 0.21369 0.74737 -5.33089
O 0.25488 2.09120 -5.91237
O -0.09698 -0.43317 -6.36149
C -1.21498 -0.29451 -7.23547
O 1.68039 0.22749 -5.07619
C 2.60561 1.11025 -4.39066
H -2.35647 0.55815 -2.86528
H -0.75880 -0.14455 -2.59009
H -0.94280 1.62563 -2.71326
H -1.39942 0.75259 -7.47643
H -2.10508 -0.73215 -6.78171
H -0.98074 -0.83697 -8.14836
H 2.13408 1.63328 -3.55954
H 2.98321 1.83221 -5.11027
H 3.43637 0.52086 -4.01171
C 5.84201 -2.78214 0.20578
O 6.60857 -1.56377 0.26184
P 5.88581 -0.15534 0.01238
O 6.13994 0.29318 -1.35876
O 6.67726 0.64753 1.14026
C 8.08429 0.83323 0.98545
O 4.48520 0.33769 0.54141
C 3.33971 0.06873 -0.29388
H 6.52596 -3.60432 0.39132
H 5.06462 -2.79177 0.97089
H 5.39388 -2.90756 -0.78175
H 8.36127 0.88566 -0.06744
H 8.62701 0.02191 1.47135
H 8.34095 1.77109 1.47160
H 3.38377 -0.93125 -0.72481
H 3.29526 0.80803 -1.09036
H 2.45736 0.15334 0.32055
*
```

SMILES	CCOCCC(=O)O[C@](CC(C)C)(PP(=O)(O)O)[PH2]=S.COP(=O)(OC)OC.COP(=O)(OC)OC
largest force on an atom	4.1	eV/A

2.
Formula: C16H42F3O8S6
Source: the Open Molecules 2025 dataset
Level of theory: wB97M-V/def2-TZVPD

Structure (ORCA input):
```
! wB97M-V def2-TZVPD RIJCOSX def2/J DEFGRID3
* xyz -1 1
C 0.36496 -1.54997 -0.02837
O -0.12429 -0.50712 -0.91052
O -0.61869 -1.70730 0.84826
C 0.91186 -2.81785 -0.86122
F 0.91218 -2.56540 -2.23008
F 2.22011 -3.08942 -0.63462
F 0.19855 -3.91252 -0.57889
C 0.82628 0.35582 -1.50471
C 0.19489 0.88190 -2.78758
H 0.86824 1.47999 -3.41119
H -0.09351 0.01334 -3.37795
H -0.66013 1.53936 -2.61381
H 1.78066 -0.12133 -1.76491
H 1.19090 1.11585 -0.80265
H 1.30984 -1.23041 0.45226
C 2.41445 -3.64805 3.86803
S 1.03943 -3.39524 5.06518
O 1.47988 -2.30952 6.01585
C -0.24616 -2.65125 4.02158
H 2.51040 -2.75475 3.25152
H 2.45379 -4.55438 3.26691
H 3.35186 -3.66750 4.43009
H 0.13314 -1.99674 3.22649
H -0.99989 -2.12276 4.59589
H -0.69883 -3.39376 3.35927
C 1.39121 3.99563 -1.12920
S 3.03177 3.26345 -1.29505
O 3.61855 3.87299 -2.52353
C 3.85833 4.04853 0.13586
H 1.34490 5.07151 -1.30685
H 0.77026 3.74015 -0.27085
H 0.82830 3.58919 -1.97129
H 3.72701 3.57190 1.11242
H 3.59809 5.09686 0.30550
H 4.95051 4.09340 0.12606
C -2.21323 -2.22914 -2.77150
S -3.86839 -2.05328 -2.06282
O -3.68269 -1.66090 -0.62764
C -4.29281 -0.52163 -2.96831
H -1.73614 -1.25054 -2.77892
H -2.24779 -2.60324 -3.79760
H -1.53815 -2.86316 -2.20226
H -4.76911 -0.67918 -3.94083
H -3.36891 -0.01661 -3.25872
H -4.91820 0.15062 -2.38730
C -2.45545 -4.55142 1.03394
S -3.66845 -3.81565 2.14101
O -3.45677 -2.32886 2.28003
C -5.22242 -3.99688 1.23057
H -2.91003 -5.42904 0.56606
H -1.54665 -4.85979 1.54306
H -2.18478 -3.84135 0.24981
H -5.25310 -4.82865 0.52491
H -5.26397 -3.10117 0.59710
H -6.17257 -3.90137 1.75439
C 4.76674 -0.14547 4.70364
S 5.03129 0.41297 2.98071
O 6.08544 -0.38624 2.26553
C 3.46255 -0.15044 2.28581
H 3.75265 -0.50126 4.85736
H 4.88630 0.81302 5.21218
H 5.59569 -0.78167 5.00063
H 3.39875 -1.22733 2.15470
H 3.17503 0.43213 1.41479
H 2.74036 0.09275 3.07144
C -2.81274 6.92019 -3.38984
S -1.22537 6.27528 -2.75887
O -1.51636 5.86365 -1.35255
C -1.22790 4.69643 -3.67457
H -2.59309 7.60973 -4.20473
H -3.31866 7.49036 -2.61446
H -3.40844 6.05031 -3.65840
H -2.00954 4.10885 -3.18847
H -0.24544 4.24548 -3.61777
H -1.60648 4.82793 -4.69002
*
```

largest force on an atom	2.9	eV/A

3.
Formula: C16H42InN5O8P
Source: the Open Molecules 2025 dataset
Level of theory: wB97M-V/def2-TZVPD

Structure (ORCA input):
```
! wB97M-V def2-TZVPD RIJCOSX def2/J DEFGRID3
* xyz -1 1
O -3.03495 0.41481 -0.79300
P -2.95965 0.61854 -2.28708
O -1.47117 0.26181 -2.95553
O -3.32516 2.22998 -2.57360
C -4.32691 -0.34687 -3.06638
In -6.23717 0.92869 -2.86342
H -0.94830 1.05878 -2.86237
H -3.20656 2.37326 -3.51667
H -4.11505 -0.59801 -4.11193
H -4.46442 -1.21562 -2.41445
H -7.68990 0.01999 -3.36253
H -6.29070 1.41761 -1.12445
H -5.92671 2.41651 -3.81701
C -1.43505 0.98397 3.68617
O -1.21229 0.86357 4.87712
N -1.33970 2.13708 2.99549
C -1.61970 2.20664 1.57003
C -0.94410 3.33708 3.70385
H -1.74020 0.13212 3.05908
H -0.72805 2.55357 1.04225
H -2.43750 2.90657 1.39267
H -1.90416 1.23095 1.18075
H 0.04222 3.18482 4.14971
H -1.65833 3.54207 4.50401
H -0.90935 4.18265 3.02041
C 1.92928 6.02727 3.00960
O 1.74973 6.43441 1.88308
N 3.02382 5.35052 3.42498
C 3.17108 4.89146 4.79107
C 4.07967 5.07702 2.46619
H 1.18739 6.18217 3.80985
H 4.06267 5.34144 5.23459
H 3.27398 3.80416 4.80311
H 2.30180 5.17030 5.38401
H 4.46388 6.01700 2.06639
H 3.68054 4.48878 1.63874
H 4.88657 4.52840 2.94630
C -2.17367 -3.03790 0.52611
O -1.37316 -3.86813 0.13768
N -2.85079 -3.10012 1.69397
C -3.78988 -2.06461 2.08442
C -2.62985 -4.23181 2.57331
H -2.41564 -2.13882 -0.06343
H -3.46810 -1.61594 3.02789
H -4.78251 -2.50170 2.21592
H -3.84259 -1.28797 1.32047
H -1.57674 -4.27592 2.85799
H -2.88403 -5.15699 2.05218
H -3.24411 -4.13578 3.46582
C 3.19919 -0.92920 -1.22589
O 3.89381 0.06010 -1.07118
N 2.52615 -1.56288 -0.24819
C 1.71406 -2.74346 -0.50492
C 2.61784 -1.04725 1.10329
H 3.06536 -1.40006 -2.21044
H 0.68288 -2.54314 -0.21373
H 2.09890 -3.57920 0.08318
H 1.74002 -3.01031 -1.55291
H 2.25296 -0.01837 1.12969
H 3.66051 -1.05116 1.42863
H 2.02354 -1.66120 1.77570
C 3.60287 -4.31794 -3.86958
O 3.08565 -4.19821 -2.77912
N 3.19484 -3.68232 -4.99008
C 3.85820 -3.87054 -6.26340
C 2.05315 -2.78444 -4.91097
H 4.47005 -4.97692 -4.03645
H 4.24074 -2.91221 -6.62180
H 3.14717 -4.26794 -6.99128
H 4.68842 -4.56751 -6.16286
H 2.26180 -1.98595 -4.19894
H 1.17677 -3.33392 -4.56399
H 1.84863 -2.35372 -5.88803
*
```

largest force on an atom	3.5	eV/A

4.
Formula: C16H42O11
Source: the Open Molecules 2025 dataset
Level of theory: wB97M-V/def2-TZVPD

Structure (ORCA input):
```
! wB97M-V def2-TZVPD RIJCOSX def2/J DEFGRID3
* xyz 0 1
C 0.68753 -0.27885 5.80920
O 1.12551 0.48398 4.67941
C 0.38040 1.54751 4.40646
O -0.44366 2.07264 5.12810
O 0.65927 1.90056 3.15981
C -0.02908 3.00411 2.58878
H 1.44132 -1.08234 6.02492
H -0.26993 -0.76427 5.64004
H 0.52796 0.32497 6.67788
H 0.43385 3.28719 1.70273
H -0.11037 3.81630 3.30461
H -1.02634 2.67164 2.37224
C 2.22325 -2.59015 -4.90527
O 2.26379 -2.25501 -3.49356
C 1.22373 -1.62339 -2.92788
O 1.22252 -1.37566 -1.77082
O 0.24595 -1.38324 -3.74466
C -0.94491 -0.71743 -3.22939
H 2.02579 -1.62422 -5.48596
H 1.48848 -3.38741 -5.12939
H 3.18707 -2.98518 -5.12207
H -1.61100 -0.75053 -4.09773
H -0.71702 0.28744 -2.84391
H -1.29548 -1.33332 -2.33741
C -1.18720 -6.02380 2.10089
C -0.56784 -4.88938 1.30224
O -0.38196 -3.71528 2.14190
H -2.20838 -5.82076 2.45739
H -0.52895 -6.44791 2.92793
H -1.44984 -6.85574 1.47254
H -1.19436 -4.61825 0.45644
H 0.39610 -5.12938 0.89639
H -0.03153 -2.89536 1.74676
C -1.90482 4.75085 -3.85599
C -2.07368 3.29134 -4.35300
O -2.75796 2.44711 -3.46146
H -1.34436 4.57068 -2.90998
H -2.84750 5.14081 -3.52950
H -1.46344 5.34202 -4.69789
H -1.10166 2.85201 -4.57340
H -2.55481 3.20195 -5.29638
H -2.29534 2.45296 -2.60252
C 1.33115 2.69602 -2.58486
C 0.54708 2.68628 -1.23764
O -0.87308 2.32270 -1.47928
H 0.71669 3.03064 -3.42121
H 1.71588 1.74201 -2.94671
H 2.19827 3.35232 -2.58811
H 0.69594 3.62526 -0.81409
H 1.03139 1.91537 -0.66726
H -1.15286 1.72251 -0.71182
C 3.76629 -0.93008 2.08760
C 2.58760 -1.64403 1.45348
O 1.35072 -0.93099 1.53415
H 4.61508 -1.60976 2.27942
H 3.49728 -0.55252 3.03445
H 4.13060 -0.09287 1.45818
H 2.28531 -2.58531 1.94358
H 2.68430 -1.98376 0.39457
H 1.58182 -0.11928 2.00583
C -3.19811 0.63940 1.65969
C -1.80576 -0.05048 1.67021
O -0.93465 0.52361 0.68048
H -3.95606 0.06234 2.12239
H -3.45747 0.84576 0.63253
H -3.07022 1.62325 2.08878
H -1.92232 -1.15018 1.52682
H -1.38290 0.06787 2.69369
H -0.17307 -0.10527 0.55666
*
```

relative energy (zero: lowest compared OMol25 entry of this formula, charge and spin)	0.12	kcal/mol
SMILES	COC(=O)OC.COC(=O)OC.CCO.CCO.CCO.CCO.CCO
largest force on an atom	3.7	eV/A

5.
Formula: C16H43BGaN2O
Source: the Open Molecules 2025 dataset
Level of theory: wB97M-V/def2-TZVPD

Structure (ORCA input):
```
! wB97M-V def2-TZVPD RIJCOSX def2/J DEFGRID3
* xyz -1 1
C 1.05246 -1.19238 3.29925
C 0.35225 -0.00106 2.64286
Ga -0.42278 -0.42012 0.79773
B 0.99935 -0.60639 -0.80612
O 0.53135 -0.62824 -2.14162
C 2.58057 -0.76067 -0.71981
C 3.29936 0.08003 0.35482
H 1.35893 -1.01455 4.34041
H 1.95296 -1.47931 2.74421
H 0.40058 -2.07151 3.30164
H -0.49639 0.29960 3.27123
H 1.03026 0.86158 2.62485
H -1.18355 -1.85661 0.96707
H -1.51238 0.72246 0.41241
H -0.13772 -1.31630 -2.21022
H 3.01447 -0.58449 -1.71381
H 2.73628 -1.82975 -0.51513
H 3.89747 -0.51741 1.04749
H 3.97948 0.80594 -0.09784
H 2.57961 0.63264 0.96155
C 0.11884 3.77692 4.13059
C -0.83711 4.19621 5.23437
N -2.22362 3.88765 4.92286
C -3.16969 4.48380 5.84371
C -3.16075 4.00838 7.30404
C -2.49962 2.51015 4.52231
C -2.12231 1.39660 5.50580
H -0.17415 4.21841 3.17682
H 1.13530 4.09711 4.36426
H 0.13286 2.69445 4.00142
H -0.78606 5.28098 5.37789
H -0.49660 3.74665 6.18288
H -4.17083 4.33503 5.42813
H -2.98876 5.56435 5.83395
H -3.59443 3.01523 7.41212
H -3.74429 4.69634 7.92038
H -2.14756 3.97941 7.70777
H -1.98940 2.31972 3.57720
H -3.56779 2.45815 4.29579
H -1.12675 1.55742 5.92423
H -2.09747 0.44205 4.97920
H -2.82638 1.30901 6.33369
C -0.74700 -4.09099 -4.73877
C -0.09206 -3.94772 -6.10353
N 0.03392 -2.56517 -6.53093
C 0.40691 -2.42203 -7.92434
C 1.78952 -2.92672 -8.36084
C 0.70785 -1.67531 -5.59087
C 2.13983 -2.02615 -5.17037
H -1.71561 -3.58969 -4.72157
H -0.89691 -5.14681 -4.50886
H -0.13039 -3.66996 -3.94435
H -0.71049 -4.45029 -6.85468
H 0.86929 -4.48815 -6.08915
H 0.31763 -1.36210 -8.17948
H -0.35225 -2.94663 -8.51459
H 2.58992 -2.27145 -8.02035
H 1.83705 -2.97332 -9.45111
H 1.98868 -3.92876 -7.97780
H 0.09829 -1.60687 -4.69044
H 0.68737 -0.67276 -6.02538
H 2.24723 -3.09250 -4.96076
H 2.38033 -1.48693 -4.25316
H 2.87492 -1.75712 -5.92910
*
```

largest force on an atom	1.0	eV/A

6.
Formula: C16H43BN6O9P2
Source: the Open Molecules 2025 dataset
Level of theory: wB97M-V/def2-TZVPD

Structure (ORCA input):
```
! wB97M-V def2-TZVPD RIJCOSX def2/J DEFGRID3
* xyz 0 1
C -0.45012 3.38514 -0.94730
O -0.80950 3.37402 -2.34684
B -2.06755 3.87025 -2.58001
O -2.87215 3.14763 -3.44425
O -2.44003 5.07648 -1.94221
C -3.75882 5.20559 -1.73103
O -4.57820 5.26790 -2.55745
O -4.11208 5.29184 -0.41344
C -5.00237 4.24358 -0.06790
C -4.69474 2.94367 -0.83019
O -3.71224 2.34489 -0.59932
O -5.56572 2.45863 -1.76095
H -0.29912 4.42208 -0.61421
H -1.15192 2.82837 -0.31339
H 0.52917 2.89087 -0.86236
H -3.04601 2.29649 -3.01110
H -4.85360 4.03180 1.00055
H -6.06880 4.49489 -0.17518
H -5.43804 2.89656 -2.62070
O 2.69684 1.34113 0.57079
P 4.04212 1.41620 1.29811
N 4.91917 0.50167 0.13152
C 4.98804 -0.93730 0.01319
C 5.23232 1.18750 -1.11000
N 3.51555 0.56544 2.69276
C 4.08329 -0.63725 3.26841
C 2.07094 0.54869 2.93449
N 5.58408 1.74804 2.15915
C 5.87202 3.19294 2.17182
C 6.83165 1.03214 1.97266
H 6.01616 -1.23750 -0.22543
H 4.32385 -1.32595 -0.76907
H 4.73405 -1.44862 0.93770
H 6.08315 1.87120 -0.97373
H 4.38395 1.77639 -1.47331
H 5.50368 0.49377 -1.90628
H 3.78511 -1.53730 2.71920
H 3.73471 -0.76475 4.29704
H 5.16812 -0.60543 3.35042
H 1.56284 -0.19074 2.30390
H 1.63027 1.52478 2.74715
H 1.85571 0.30893 3.97886
H 6.18148 3.54456 1.18090
H 6.65694 3.43576 2.89203
H 4.97918 3.75234 2.47041
H 7.32724 1.26823 1.02234
H 6.71006 -0.04703 2.03253
H 7.51743 1.30424 2.78110
O -0.72945 -3.22326 0.68330
P -1.74486 -3.41465 -0.43767
N -2.39933 -1.82561 -0.41273
C -3.43450 -1.30971 0.44959
C -1.55374 -0.77507 -0.95398
N -2.65362 -4.64392 0.34539
C -4.07934 -4.66603 0.59968
C -1.98176 -5.35097 1.43627
N -2.66695 -3.76565 -1.93630
C -1.75234 -4.06125 -3.05318
C -3.78203 -2.99049 -2.44458
H -4.10687 -0.66548 -0.13057
H -3.02536 -0.72288 1.28227
H -4.06248 -2.08688 0.87947
H -1.57450 -0.78995 -2.05394
H -0.51169 -0.88609 -0.63731
H -1.87642 0.21905 -0.64297
H -4.35537 -4.04177 1.45765
H -4.40660 -5.68381 0.83076
H -4.67550 -4.37766 -0.26416
H -1.99069 -4.76642 2.36446
H -0.95006 -5.57772 1.18080
H -2.46800 -6.30988 1.63414
H -1.24736 -3.15365 -3.40329
H -2.28403 -4.51427 -3.89337
H -0.98762 -4.77745 -2.73461
H -3.47856 -2.02606 -2.87181
H -4.54217 -2.80229 -1.68934
H -4.27684 -3.56295 -3.23534
*
```

SMILES	CN(C)P(=O)(N(C)C)N(C)C.CN(C)P(=O)(N(C)C)N(C)C.COB(O)OC(=O)OCC(=O)O
largest force on an atom	7.1	eV/A

| no. | LUMO (hartree) |
| --- | --- |
| 1 | 0.0064 |
| 2 | 0.0724 |
| 3 | 0.0763 |
| 4 | 0.0243 |
| 5 | 0.1009 |
| 6 | -0.0195 |